DFT (ωB97M-V/def2-TZVPD) results for C54H114F2N7O10Rb2S2 as an isolated structure in a non-equilibrium geometry.

Geometry (Å):
1 Rb 1.9104 -3.4187 0.4619
2 Rb 3.5432 -0.3891 2.1896
3 N 1.6323 -0.6637 -0.0140
4 S 2.1553 -0.3042 -1.5777
5 O 2.6652 1.0510 -1.7898
6 O 1.5256 -1.0546 -2.6537
7 F 3.5519 -1.1707 -1.4048
8 S 0.3211 0.0005 -0.2848
9 O -0.5760 -0.9467 -0.8889
10 O 0.2749 1.4627 -0.4858
11 F -0.1136 -0.1837 1.2968
12 C -1.7219 0.4466 -3.5376
13 C -3.1531 0.9407 -3.8978
14 C -3.2760 2.5290 -3.9501
15 C -2.7988 3.1718 -5.2268
16 C -3.4723 2.5660 -6.4707
17 C -3.3000 0.9817 -6.5626
18 N -3.5205 0.3243 -5.2612
19 O -3.7105 -1.1027 -5.2336
20 C -4.3141 0.4503 -7.5998
21 C -1.8802 0.6181 -7.0659
22 C -4.0981 0.4095 -2.8309
23 H -1.5375 0.7491 -2.5068
24 H -0.8834 0.7551 -4.1620
25 H -1.5867 -0.6338 -3.5865
26 H -4.2664 2.8681 -3.6465
27 H -2.6005 2.8667 -3.1641
28 H -1.7160 3.2298 -5.3373
29 H -3.0870 4.2030 -5.0225
30 H -3.0508 2.9818 -7.3858
31 H -4.5292 2.8267 -6.5266
32 H -4.1328 -0.6037 -7.8103
33 H -5.3194 0.5707 -7.1963
34 H -4.1302 1.0354 -8.5009
35 H -1.6270 1.0467 -8.0356
36 H -1.0818 0.8919 -6.3762
37 H -1.7938 -0.4398 -7.3138
38 H -3.9014 -0.6580 -2.7316
39 H -5.1399 0.5459 -3.1210
40 H -3.8990 1.0844 -1.9985
41 H -2.7776 -1.3185 -5.1646
42 C -2.3902 8.3958 0.3573
43 C -3.3276 7.3581 -0.1921
44 C -3.0592 7.2239 -1.7095
45 C -1.8681 6.2840 -2.0639
46 C -2.1483 4.9034 -1.3833
47 C -2.3039 4.9702 0.1791
48 N -3.2184 6.0765 0.5667
49 O -3.6499 6.1115 1.8635
50 C -2.8780 3.7016 0.5942
51 C -0.8716 5.0763 0.8009
52 C -4.7714 7.8931 0.0205
53 H -2.6469 9.3924 -0.0019
54 H -1.3414 8.4759 0.0714
55 H -2.4239 8.4167 1.4466
56 H -3.9688 6.7330 -2.0554
57 H -2.8982 8.1993 -2.1687
58 H -0.8863 6.6559 -1.7710
59 H -1.9473 6.0722 -3.1302
60 H -1.3774 4.1988 -1.6953
61 H -3.0478 4.4477 -1.7970
62 H -2.2036 2.8607 0.4320
63 H -2.9817 3.6296 1.6768
64 H -3.8688 3.4814 0.1969
65 H -0.2860 5.9777 0.6201
66 H -1.0103 5.3764 1.8395
67 H -0.3278 4.1448 0.9580
68 H -5.0253 8.2647 1.0132
69 H -5.3964 7.0932 -0.3765
70 H -5.0284 8.7717 -0.5713
71 H -4.5311 5.7740 1.6866
72 C 4.3060 -8.0865 0.7400
73 C 3.9763 -6.6920 1.2210
74 C 4.9006 -6.2754 2.4641
75 C 6.4076 -6.0585 2.0852
76 C 6.5174 -4.9382 1.0601
77 C 5.5915 -5.1762 -0.1565
78 N 4.2215 -5.6406 0.2136
79 O 3.4738 -5.8175 -0.9152
80 C 5.5619 -3.8228 -0.7261
81 C 6.2991 -6.1514 -1.1561
82 C 2.4816 -6.6461 1.6490
83 H 4.2942 -8.8920 1.4743
84 H 5.2618 -8.0692 0.2164
85 H 3.4764 -8.4417 0.1287
86 H 4.5191 -5.3103 2.7975
87 H 4.9196 -7.1092 3.1658
88 H 6.8644 -6.9869 1.7425
89 H 7.0212 -5.6932 2.9087
90 H 7.5365 -4.9005 0.6753
91 H 6.4108 -3.9791 1.5669
92 H 4.8860 -3.9510 -1.5716
93 H 5.0198 -3.1097 -0.1050
94 H 6.5788 -3.4366 -0.7956
95 H 7.0486 -5.6374 -1.7580
96 H 6.9077 -6.9396 -0.7129
97 H 5.6111 -6.7727 -1.7294
98 H 2.3118 -5.6006 1.9065
99 H 2.4174 -7.2426 2.5590
100 H 1.8166 -6.9572 0.8433
101 H 3.8154 -6.6561 -1.2341
102 C -2.2971 -0.0096 3.6576
103 C -3.8152 -0.0735 3.6328
104 C -4.2262 -1.5459 4.1897
105 C -4.3796 -1.6459 5.7072
106 C -5.2485 -0.5160 6.1406
107 C -4.7436 0.9108 5.8579
108 N -4.5192 1.0115 4.3514
109 O -4.0864 2.2546 3.8675
110 C -5.8200 1.9280 6.3947
111 C -3.4118 1.2387 6.6394
112 C -4.3076 -0.1461 2.1659
113 H -1.8516 -0.4913 4.5280
114 H -1.8104 -0.2852 2.7220
115 H -1.9209 1.0108 3.7298
116 H -5.0425 -2.0194 3.6442
117 H -3.3863 -2.2370 4.1189
118 H -4.9051 -2.5841 5.8855
119 H -3.3836 -1.5541 6.1404
120 H -5.6410 -0.7782 7.1232
121 H -6.1610 -0.6786 5.5670
122 H -5.6197 2.9981 6.3411
123 H -6.0348 1.8979 7.4629
124 H -6.7583 1.6313 5.9259
125 H -2.5220 0.8201 6.1692
126 H -3.3776 0.6236 7.5387
127 H -3.1192 2.2434 6.9444
128 H -4.0685 0.7365 1.5726
129 H -3.8244 -0.9269 1.5786
130 H -5.3921 -0.1328 2.0565
131 H -4.8559 2.5515 3.3761
132 C -1.7702 -3.4209 1.4774
133 C -2.3040 -4.1920 0.2533
134 C -3.0164 -3.1236 -0.6312
135 C -3.2207 -3.6802 -2.0705
136 C -1.8567 -4.1973 -2.6038
137 C -1.2031 -5.2798 -1.7553
138 N -1.1164 -4.8245 -0.3291
139 O -0.2992 -5.4555 0.5083
140 C -1.8398 -6.7128 -1.8734
141 C 0.2155 -5.3395 -2.2144
142 C -3.3959 -5.2573 0.6707
143 H -0.8897 -2.8281 1.2295
144 H -1.4480 -4.0838 2.2804
145 H -2.3775 -2.6529 1.9565
146 H -3.9860 -2.9756 -0.1557
147 H -2.4427 -2.2105 -0.4721
148 H -3.5922 -2.9013 -2.7364
149 H -4.0193 -4.4109 -2.1991
150 H -1.1892 -3.3370 -2.6531
151 H -2.0617 -4.4966 -3.6316
152 H -1.2530 -7.3462 -1.2082
153 H -2.8646 -6.7257 -1.5021
154 H -1.7078 -7.1466 -2.8646
155 H 0.2514 -5.8334 -3.1855
156 H 0.8014 -4.4217 -2.2636
157 H 0.8311 -6.0016 -1.6055
158 H -2.9815 -6.1805 1.0758
159 H -4.0770 -5.4736 -0.1524
160 H -3.9643 -4.7491 1.4496
161 H -0.8233 -6.2331 0.7140
162 C 3.7648 3.6846 0.1286
163 C 5.2741 3.3600 0.1772
164 C 5.9563 4.6079 -0.4520
165 C 7.5327 4.6162 -0.2741
166 C 7.8005 4.4866 1.2050
167 C 7.1701 3.3977 1.9708
168 N 5.7041 3.2688 1.6022
169 O 5.1516 2.1908 2.2499
170 C 7.9354 2.0612 1.7658
171 C 7.3450 3.6747 3.4550
172 C 5.5817 2.1752 -0.8163
173 H 3.4042 4.6177 0.5615
174 H 3.1745 2.9223 0.6371
175 H 3.3683 3.5767 -0.8810
176 H 5.5992 4.5752 -1.4813
177 H 5.4500 5.4884 -0.0564
178 H 7.9843 5.5112 -0.7021
179 H 8.0661 3.8491 -0.8355
180 H 7.5755 5.4687 1.6208
181 H 8.8791 4.5136 1.3599
182 H 7.9246 1.7319 0.7268
183 H 8.9965 2.1569 1.9959
184 H 7.6162 1.2952 2.4725
185 H 8.2948 3.3981 3.9128
186 H 7.1678 4.7204 3.7065
187 H 6.5556 3.2027 4.0399
188 H 6.5742 1.7265 -0.8581
189 H 5.3125 2.3493 -1.8580
190 H 4.9411 1.3580 -0.4849
191 H 4.6748 2.5834 2.9849

Values from the calculation:
Frontier orbital gap (eV): 5.25
Net charge: +1
Highest occupied orbital energy (hartree): -0.324